31
Properties=species:S:1:pos:R:3:forces:R:3:nbo_charge:R:1 method="wB97M-V/def2-TZVPD" e_above_lowest_kj_mol=102.1 total_charge=-1 e_tot_ev=-25293.56861 homo_energy_ev=-3.259 lumo_ev=1.441 spin_multiplicity=1
C -1.068060 2.396355 -0.594672 -0.596 0.279 0.577 -0.635
C 0.167244 1.965577 -1.248530 -0.220 -1.763 -1.131 -0.021
C 1.374964 2.783636 -1.316381 0.965 0.340 0.156 -0.635
N 0.013536 0.994903 -2.217913 0.157 1.716 1.837 0.428
O 0.989274 0.741119 -2.973352 -0.157 -0.550 -0.202 -0.575
O -1.117673 0.433586 -2.288286 0.127 -0.643 -0.568 -0.596
H -0.854875 3.216999 0.107529 -0.132 -0.139 -0.209 0.188
H -1.806499 2.721059 -1.346241 -0.080 0.028 0.260 0.207
H -1.528430 1.573833 -0.032918 -0.166 0.122 -0.056 0.210
H 1.347157 3.561545 -0.537888 0.027 -0.118 -0.307 0.193
H 2.271105 2.179247 -1.130068 -0.079 0.248 -0.258 0.224
H 1.493804 3.235993 -2.314807 0.087 0.073 0.174 0.203
N -4.431373 -4.112564 1.437196 2.240 1.427 -0.243 -0.342
C -3.455655 -3.469419 1.331989 -2.215 -1.397 0.353 0.296
C -2.278271 -2.657019 1.212511 0.549 0.112 0.189 -0.198
C -2.059619 -1.589140 2.101703 -0.114 -0.115 -0.250 -0.166
C -0.962023 -0.758788 1.927339 0.593 -0.003 -0.447 -0.182
C -0.019388 -1.004668 0.893271 -1.353 -0.889 -0.428 -0.064
C 1.100900 -0.113359 0.673733 0.851 0.682 0.083 -0.096
C 2.295155 -0.540053 0.185411 -1.548 -0.830 -0.425 -0.159
N 3.426156 0.262056 0.261267 1.479 2.927 -0.093 0.475
O 4.495214 -0.036588 -0.321539 -1.857 -0.028 1.060 -0.407
O 3.277548 1.344564 0.899847 0.913 -1.743 -0.719 -0.442
C -0.212382 -2.141601 0.068292 -0.068 0.533 0.500 -0.113
C -1.324225 -2.958410 0.232356 0.257 0.128 -0.185 -0.158
H -2.767509 -1.426645 2.914982 0.173 0.070 -0.279 0.223
H -0.791320 0.084145 2.603436 -0.130 -0.266 -0.268 0.221
H 0.985699 0.919240 1.006223 0.311 -0.455 0.279 0.260
H 2.368353 -1.443557 -0.405651 0.486 0.004 0.338 0.219
H 0.517366 -2.331141 -0.717779 -0.379 -0.068 0.111 0.219
H -1.446173 -3.830904 -0.411062 -0.123 0.318 0.155 0.224

60
Properties=species:S:1:pos:R:3:forces:R:3:lowdin_spin:R:1 method="wB97M-V/def2-TZVPD" e_above_lowest_kj_mol=214.5 e_tot_ev=-124270.23096 homo_energy_ev="-8.772 / -8.890" lumo_ev="0.113 / -2.643" spin_multiplicity=5
Ru 0.073400 0.276900 -0.243600 2.114 -0.554 0.315 2.993
Br 6.573100 -2.111600 -2.214400 -0.022 0.076 0.096 0.000
C 5.876700 -0.880400 -0.956600 -0.109 -0.024 0.017 0.000
C 6.725800 -0.228600 -0.070700 0.041 -0.278 -0.348 0.002
N 6.288300 0.648500 0.809200 0.359 0.291 0.433 0.000
C 4.995600 0.902200 0.880200 -0.453 -0.150 -0.148 0.002
C 4.069800 0.290100 0.041600 0.027 -0.051 0.046 0.006
C 4.518600 -0.617500 -0.912500 0.226 0.095 0.087 0.004
C 2.604600 0.591500 0.095000 1.664 0.233 0.029 0.014
O 1.960800 0.409500 1.150400 -0.957 -0.191 0.107 0.144
O 2.090300 1.001900 -0.970200 -0.833 -0.183 -0.306 0.077
H 7.789500 -0.415600 -0.071800 0.115 -0.094 -0.113 0.000
H 4.693300 1.629000 1.621500 -0.160 0.025 0.047 0.000
H 3.829700 -1.104700 -1.590500 -0.011 0.058 0.006 0.004
C 1.279800 3.915200 -3.951700 0.006 -0.062 -0.072 0.004
C 0.447900 2.816600 -3.808000 -0.054 -0.159 -0.048 0.003
C 0.019100 2.428900 -2.550900 -0.248 -0.024 0.170 0.029
C 0.404300 3.146600 -1.417400 -0.238 -0.258 0.632 0.035
C 1.246100 4.241300 -1.578200 -0.075 -0.104 0.087 0.006
C 1.683800 4.622400 -2.834500 0.063 0.086 0.072 0.004
Si -0.151100 2.592600 0.338500 -0.890 1.489 -0.831 0.087
C -1.875700 3.358200 0.512100 0.705 -0.343 0.161 0.018
C -2.848800 3.116000 -0.450400 0.038 -0.029 0.025 0.005
C -4.043800 3.808900 -0.435600 -0.099 0.004 -0.065 0.000
C -4.279400 4.754400 0.552000 -0.024 0.002 -0.004 0.003
C -3.322400 4.988300 1.525100 -0.219 0.166 0.135 0.001
C -2.129000 4.291600 1.505900 0.049 -0.027 -0.002 0.004
H 1.622500 4.207200 -4.932600 0.028 0.029 -0.100 0.000
H 0.145800 2.248300 -4.672700 -0.045 -0.066 -0.159 0.000
H -0.631200 1.546200 -2.450000 0.111 0.282 -0.148 0.015
H 1.562900 4.796200 -0.708400 0.110 0.116 0.110 0.000
H 2.354200 5.462900 -2.930100 0.034 0.123 -0.067 0.000
H 0.758600 3.230900 1.335300 -0.135 -0.353 -0.050 0.003
H -2.659100 2.376900 -1.216800 -0.058 -0.056 -0.194 0.001
H -4.794700 3.610500 -1.189100 -0.027 0.026 -0.043 0.000
H -5.206900 5.307100 0.559200 -0.090 0.041 0.022 0.000
H -3.506400 5.715600 2.302800 -0.035 0.073 0.038 0.000
H -1.378100 4.482600 2.257000 0.079 0.086 0.160 0.000
C -3.521900 -2.784200 -0.640100 0.090 0.362 -0.030 0.003
C -3.828300 -1.285100 -0.635100 -0.317 -0.300 0.101 0.004
C -4.965000 -0.990400 -1.605800 0.335 0.035 0.165 0.001
O -2.639100 -0.615300 -1.098600 0.024 0.262 -0.622 0.021
B -1.973400 -0.114100 -0.022400 -0.889 -0.021 -0.012 0.105
O -2.701200 -0.181500 1.121100 0.445 0.075 0.494 0.027
C -4.014700 -0.698800 0.807600 -0.583 0.103 -0.068 0.004
C -4.982400 0.485400 0.856200 0.357 -0.202 -0.032 0.001
C -4.412100 -1.719100 1.866100 0.284 0.242 -0.170 0.000
H -3.226100 -3.074800 -1.644500 -0.003 -0.036 -0.111 0.001
H -4.392600 -3.361700 -0.346100 -0.104 -0.099 0.044 0.000
H -2.694300 -3.013400 0.025500 0.072 -0.057 0.105 0.002
H -4.747000 -1.467700 -2.557800 -0.028 -0.067 -0.078 0.000
H -5.066500 0.075900 -1.780900 -0.048 0.113 0.026 0.000
H -5.903100 -1.379000 -1.219800 -0.142 -0.078 0.003 0.000
H -4.701200 1.246100 0.132100 -0.068 0.012 -0.020 0.000
H -4.937700 0.933400 1.847100 -0.009 0.026 0.044 0.000
H -5.997200 0.148800 0.663800 -0.145 0.033 -0.021 0.000
H -3.630400 -2.457300 2.004300 0.061 -0.147 0.026 0.000
H -5.334400 -2.221700 1.588400 -0.133 -0.045 -0.030 0.000
H -4.565300 -1.203400 2.809600 -0.037 0.020 0.121 0.000
I 0.514600 -2.129900 -1.040100 -0.147 -0.526 -0.031 0.364